Record 1
13
Properties=species:S:1:pos:R:3:nbo_charge:R:1 method="wB97M-V/def2-TZVPD" spin_multiplicity=1 total_charge=0 orbital_gap_ev=9.0 largest_force_ev_per_a=0.4 smiles=Cc1cnc(N)o1
C -2.004 0.342 0.372 -0.65
C -0.790 0.117 -0.456 0.21
C -0.374 -0.868 -1.279 -0.10
N 1.014 -0.929 -1.291 -0.51
C 1.363 0.015 -0.483 0.64
N 2.627 0.311 -0.021 -0.82
O 0.352 0.737 0.024 -0.44
H -2.899 0.470 -0.233 0.23
H -2.126 -0.539 1.018 0.22
H -1.869 1.217 1.013 0.23
H -0.962 -1.612 -1.799 0.21
H 2.600 1.001 0.717 0.39
H 3.123 -0.528 0.256 0.40

***

Record 2
13
Properties=species:S:1:pos:R:3:nbo_charge:R:1 method="wB97M-V/def2-TZVPD" spin_multiplicity=1 total_charge=0 orbital_gap_ev=10.1 largest_force_ev_per_a=2.4
C -0.735 0.778 -0.293 0.54
C 0.092 -0.422 -0.418 -0.15
C 1.296 -0.102 0.467 0.15
C -0.298 -1.582 -0.931 -0.30
O -2.031 0.693 -0.652 -0.67
N -0.179 1.644 0.460 -0.69
N 1.508 -0.760 1.530 -0.65
H -2.495 1.519 -0.454 0.49
H -0.734 2.441 0.757 0.35
H 2.457 -0.681 1.890 0.34
H 2.013 0.578 -0.015 0.17
H 0.374 -2.424 -0.949 0.21
H -1.269 -1.683 -1.393 0.21

***

Record 3
13
Properties=species:S:1:pos:R:3:nbo_charge:R:1 method="wB97M-V/def2-TZVPD" spin_multiplicity=1 total_charge=0 orbital_gap_ev=8.8 largest_force_ev_per_a=4.1
N 0.068 -0.707 1.941 -0.83
C 0.137 -0.248 0.608 0.20
C -0.508 0.781 -0.039 0.08
O -1.579 1.435 0.535 -0.67
C -0.115 0.799 -1.404 -0.34
C 0.792 -0.220 -1.534 -0.06
N 0.936 -0.843 -0.322 -0.50
H -0.881 -0.580 2.284 0.38
H 0.646 -0.110 2.528 0.37
H -1.831 0.454 0.106 0.52
H -0.462 1.474 -2.176 0.23
H 1.344 -0.551 -2.398 0.21
H 1.453 -1.683 -0.130 0.42

***

Record 4
13
Properties=species:S:1:pos:R:3:nbo_charge:R:1 method="wB97M-V/def2-TZVPD" spin_multiplicity=1 total_charge=0 orbital_gap_ev=9.7 largest_force_ev_per_a=0.5
C -1.391 -0.188 -1.790 -0.26
O -0.743 0.867 -1.090 -0.50
C -0.126 0.441 0.058 0.08
C 0.352 1.402 1.109 0.11
N 1.291 0.614 1.664 -0.61
C 1.556 -0.562 0.924 0.22
N 0.792 -0.688 -0.082 -0.42
H -0.667 -0.930 -2.143 0.19
H -1.898 0.268 -2.642 0.20
H -2.137 -0.701 -1.162 0.17
H -0.887 0.099 0.818 0.21
H 1.713 0.805 2.562 0.41
H 2.341 -1.252 1.218 0.20

***

Record 5
13
Properties=species:S:1:pos:R:3:nbo_charge:R:1 method="wB97M-V/def2-TZVPD" spin_multiplicity=1 total_charge=0 orbital_gap_ev=10.8 largest_force_ev_per_a=0.5 smiles="O=C1NC[C@H]2CN12"
O -0.337 -1.856 -1.781 -0.59
C -0.390 -0.954 -0.983 0.77
N -0.854 -1.016 0.306 -0.64
C -0.693 0.206 1.063 -0.22
C 0.086 1.056 0.068 -0.10
C 1.336 0.503 -0.492 -0.25
N 0.076 0.391 -1.235 -0.42
H -1.144 -1.897 0.695 0.41
H -0.143 0.056 2.000 0.20
H -1.660 0.668 1.297 0.20
H -0.080 2.128 0.064 0.22
H 2.085 1.142 -0.939 0.22
H 1.716 -0.427 -0.064 0.20

***

Record 6
13
Properties=species:S:1:pos:R:3:nbo_charge:R:1 method="wB97M-V/def2-TZVPD" spin_multiplicity=1 total_charge=0 orbital_gap_ev=8.2 largest_force_ev_per_a=1.3 smiles=Nc1c[nH]c(O)c1
N -2.195 0.531 -0.483 -0.81
C -0.868 0.110 -0.279 0.08
C -0.407 -1.169 -0.410 -0.13
N 0.916 -1.212 -0.008 -0.55
C 1.333 0.142 0.252 0.39
O 2.363 0.581 1.054 -0.69
C 0.214 0.925 0.106 -0.35
H -2.835 -0.082 0.007 0.37
H -2.320 1.471 -0.130 0.36
H -0.918 -1.993 -0.895 0.21
H 1.383 -2.103 -0.169 0.42
H 3.182 0.819 0.607 0.49
H 0.152 1.979 0.348 0.22